[1]
Molecular formula: C25H47F3HgNO13S5
Method: DFT, wB97M-V/def2-TZVPD

Positions of all 95 atoms, in Å:
Hg (28.672, -2.553, 29.073)
C (28.177, 2.268, 29.302)
F (28.117, 2.148, 30.636)
F (27.654, 3.413, 28.861)
F (29.460, 2.292, 28.908)
S (27.250, 0.743, 28.505)
O (27.180, 0.946, 27.060)
O (28.055, -0.443, 28.797)
O (25.950, 0.764, 29.161)
C (24.758, 3.546, 31.580)
C (25.514, 4.610, 32.304)
O (25.383, 5.771, 31.865)
C (26.242, 4.342, 33.559)
H (23.869, 3.343, 32.177)
H (25.390, 2.660, 31.539)
H (24.587, 3.878, 30.556)
H (26.763, 3.390, 33.463)
H (25.463, 4.361, 34.322)
H (27.059, 5.024, 33.792)
C (29.533, 4.753, 31.528)
C (29.206, 6.239, 31.744)
O (29.760, 7.038, 32.570)
C (28.363, 6.914, 30.674)
H (30.172, 4.798, 30.646)
H (28.650, 4.186, 31.233)
H (29.956, 4.277, 32.412)
H (27.577, 6.243, 30.326)
H (28.981, 7.093, 29.795)
H (27.919, 7.846, 31.026)
C (26.264, 3.475, 24.960)
C (26.899, 3.844, 23.662)
N (27.440, 4.115, 22.708)
H (26.916, 3.744, 25.791)
H (25.937, 2.435, 24.961)
H (25.399, 4.098, 25.189)
C (24.471, -0.083, 32.440)
C (25.708, 0.190, 33.312)
C (26.925, -0.436, 32.613)
S (26.305, -1.941, 31.875)
O (26.572, -2.968, 32.920)
O (26.887, -2.065, 30.525)
C (24.496, -1.488, 31.796)
H (24.607, 0.674, 31.668)
H (23.511, 0.102, 32.922)
H (25.623, -0.212, 34.322)
H (25.867, 1.259, 33.448)
H (27.715, -0.795, 33.272)
H (27.193, 0.173, 31.749)
H (23.848, -2.194, 32.314)
H (24.271, -1.533, 30.731)
C (30.901, 2.378, 25.847)
C (32.112, 2.323, 26.784)
C (32.858, 3.653, 26.536)
S (32.567, 4.100, 24.804)
O (33.880, 3.941, 24.209)
O (31.937, 5.411, 24.834)
C (31.380, 2.699, 24.412)
H (30.191, 3.094, 26.261)
H (30.401, 1.413, 25.922)
H (32.695, 1.458, 26.470)
H (31.940, 2.120, 27.841)
H (33.927, 3.473, 26.648)
H (32.548, 4.466, 27.193)
H (31.874, 1.826, 23.987)
H (30.710, 3.097, 23.651)
C (26.137, -2.213, 24.077)
C (27.282, -2.915, 23.260)
C (28.389, -3.236, 24.250)
S (28.569, -1.698, 25.257)
O (29.499, -0.781, 24.602)
O (28.767, -2.129, 26.635)
C (26.827, -1.173, 24.975)
H (25.693, -2.962, 24.733)
H (25.434, -1.713, 23.410)
H (27.699, -2.265, 22.492)
H (26.822, -3.789, 22.798)
H (29.313, -3.511, 23.742)
H (28.033, -4.029, 24.908)
H (26.921, -0.230, 24.436)
H (26.329, -1.053, 25.937)
C (21.295, 0.316, 26.123)
C (22.665, -0.041, 26.776)
C (23.276, 1.227, 27.393)
S (22.167, 2.721, 27.036)
O (22.932, 3.805, 26.401)
O (21.178, 2.911, 28.111)
C (21.294, 1.781, 25.647)
H (20.502, 0.101, 26.840)
H (21.032, -0.361, 25.310)
H (23.420, -0.532, 26.162)
H (22.624, -0.706, 27.639)
H (24.216, 1.473, 26.900)
H (23.566, 1.293, 28.442)
H (21.811, 1.791, 24.687)
H (20.284, 2.157, 25.485)

LUMO in Ha: -0.3207
Charge: +1
Gap between HOMO and LUMO in eV: 2.33
HOMO level in eV: -11.1

Mulliken population analysis, charges in e, atoms 1 to 2:
1. Hg 1.717
2. C 0.494

***

[2]
Molecular formula: C25H48BLuNP2
Method: DFT, wB97M-V/def2-TZVPD

Positions of all 78 atoms, in Å:
Lu (-1.320, 1.110, -0.258)
C (1.439, 1.862, -1.464)
C (0.388, 2.789, -1.172)
C (1.361, 2.102, 0.818)
C (2.065, 1.502, -0.252)
C (0.335, 2.927, 0.264)
C (1.961, 1.547, -2.820)
H (1.191, 1.688, -3.592)
H (2.314, 0.504, -2.881)
H (2.811, 2.207, -3.072)
C (3.330, 0.751, -0.097)
H (3.739, 0.460, -1.077)
H (3.176, -0.153, 0.505)
H (4.092, 1.360, 0.412)
C (1.742, 2.075, 2.241)
H (2.307, 2.984, 2.498)
H (2.376, 1.209, 2.473)
H (0.864, 2.038, 2.900)
C (-0.546, 3.847, 1.023)
H (-0.408, 4.884, 0.684)
H (-0.304, 3.812, 2.091)
H (-1.625, 3.612, 0.916)
C (-0.247, 3.713, -2.145)
H (0.460, 4.516, -2.423)
H (-1.134, 4.196, -1.725)
H (-0.534, 3.201, -3.074)
C (-2.066, -0.740, -1.469)
C (-1.527, 0.198, -2.338)
C (-2.420, 0.990, -3.274)
C (-3.246, 2.130, -2.613)
C (-3.127, 2.315, -1.111)
C (-3.618, 1.362, -0.215)
C (-4.399, 0.160, -0.730)
C (-3.551, -1.000, -1.339)
H (-3.129, 0.321, -3.794)
H (-4.300, 1.959, -2.877)
H (-1.786, 1.413, -4.069)
H (-3.989, -1.264, -2.317)
H (-1.410, -1.523, -1.049)
H (-0.468, 0.101, -2.652)
H (-3.677, -1.895, -0.709)
H (-5.013, -0.260, 0.082)
H (-3.765, 1.604, 0.853)
H (-5.116, 0.482, -1.501)
H (-2.970, 3.077, -3.101)
H (-3.007, 3.361, -0.796)
P (1.044, -2.687, -2.473)
C (2.843, -2.720, -2.154)
H (3.275, -3.664, -2.502)
H (3.019, -2.586, -1.077)
H (3.293, -1.872, -2.691)
C (0.448, -4.023, -1.366)
H (0.909, -4.980, -1.640)
H (-0.644, -4.094, -1.468)
H (0.688, -3.763, -0.324)
C (0.848, -3.383, -4.153)
H (-0.231, -3.438, -4.365)
H (1.310, -4.378, -4.223)
H (1.315, -2.680, -4.860)
P (-2.323, -0.118, 2.768)
C (-3.118, 1.090, 3.892)
H (-3.931, 0.625, 4.463)
H (-3.520, 1.908, 3.277)
H (-2.361, 1.505, 4.571)
C (-3.569, -1.457, 2.572)
H (-4.413, -1.087, 1.971)
H (-3.936, -1.817, 3.545)
H (-3.098, -2.286, 2.021)
C (-1.060, -0.884, 3.860)
H (-1.526, -1.299, 4.765)
H (-0.335, -0.102, 4.141)
H (-0.508, -1.669, 3.319)
B (1.977, -1.852, 1.805)
C (0.822, -1.150, 1.094)
N (-0.082, -0.563, 0.625)
H (1.528, -2.847, 2.359)
H (2.466, -1.093, 2.633)
H (2.862, -2.147, 1.017)

LUMO in Ha: -0.1867
Charge: +1
Gap between HOMO and LUMO in eV: 4.86
HOMO level in eV: -9.9

Mulliken population analysis, charges in e, atoms 1 to 2:
1. Lu 0.279
2. C 0.800

***

[3]
Molecular formula: C25H48Cl3N4O3SSiTi
Method: DFT, wB97M-V/def2-TZVPD

Positions of all 86 atoms, in Å:
C (-2.247, -2.626, -4.793)
C (-1.357, -2.871, -3.607)
H (-1.657, -2.225, -5.631)
H (-3.085, -1.935, -4.594)
H (-2.653, -3.638, -5.041)
C (-0.567, -4.035, -3.561)
C (0.064, -4.707, -4.723)
H (-0.598, -4.626, -2.633)
H (0.818, -4.067, -5.227)
H (-0.625, -5.089, -5.497)
H (0.611, -5.585, -4.339)
Ti (0.542, 1.621, 0.527)
Cl (-1.654, 2.298, 0.895)
Cl (1.589, 3.165, -0.765)
H (2.426, 5.068, 3.371)
H (-1.103, 6.336, 3.043)
C (1.989, 5.670, 2.574)
C (-0.413, 6.337, 2.187)
N (0.593, 5.280, 2.337)
H (2.590, 5.546, 1.675)
C (0.178, 4.024, 2.373)
O (0.897, 2.985, 2.088)
H (-1.017, 6.156, 1.290)
H (-0.876, 3.895, 2.660)
H (1.984, 6.722, 2.844)
H (0.103, 7.298, 2.109)
H (1.686, -0.485, -3.223)
H (2.479, -3.384, -2.115)
C (2.707, -0.570, -2.818)
C (3.216, -2.700, -1.670)
N (2.710, -1.336, -1.579)
H (3.101, 0.435, -2.644)
C (2.539, -0.728, -0.373)
O (2.477, 0.506, -0.172)
H (3.463, -3.073, -0.666)
H (2.409, -1.441, 0.465)
H (3.334, -1.124, -3.527)
H (4.095, -2.722, -2.329)
O (-0.771, -1.523, -3.166)
C (-1.642, -2.130, -2.277)
C (0.086, -3.178, -0.749)
C (-1.216, -2.747, -1.008)
H (0.839, -3.049, -1.507)
C (0.412, -3.814, 0.446)
H (-2.639, -1.665, -2.227)
C (-2.214, -2.967, -0.041)
H (1.439, -4.139, 0.662)
C (-0.594, -4.051, 1.383)
C (-1.906, -3.615, 1.152)
H (-3.234, -2.670, -0.278)
H (-0.350, -4.598, 2.301)
H (-2.710, -3.809, 1.870)
Si (-0.542, 2.084, -3.630)
Cl (-0.248, 0.123, -0.894)
C (1.076, 2.875, -4.167)
C (-1.276, 3.487, -2.560)
C (-1.724, 1.505, -4.921)
H (1.954, 2.254, -3.932)
H (1.205, 3.841, -3.649)
H (1.013, 3.042, -5.255)
H (-1.234, 0.776, -5.577)
H (-2.017, 2.407, -5.484)
H (-2.604, 1.041, -4.444)
H (-1.599, 3.149, -1.560)
H (-2.139, 3.905, -3.095)
H (-0.530, 4.281, -2.408)
C (-1.395, -2.824, 5.725)
C (-0.374, -1.887, 5.097)
N (-0.877, -1.298, 3.849)
C (-0.089, -0.376, 3.259)
S (0.245, -0.549, 1.623)
N (0.423, 0.637, 3.978)
C (-0.480, 1.385, 4.858)
C (0.327, 2.453, 5.582)
H (-2.368, -2.327, 5.836)
H (-1.018, -3.099, 6.719)
H (-1.519, -3.751, 5.141)
H (-0.149, -1.048, 5.770)
H (0.570, -2.434, 4.907)
H (-1.259, -1.996, 3.191)
H (1.041, 1.245, 3.429)
H (-1.304, 1.832, 4.267)
H (-0.931, 0.683, 5.568)
H (0.612, 3.266, 4.898)
H (-0.273, 2.885, 6.393)
H (1.241, 2.014, 6.013)

LUMO (spin up / spin down) in Ha: 0.0680 / 0.0680
Charge: -1
Relative energy (zero: lowest compared OMol25 entry of this formula, charge and spin) in kJ/mol: 593.40
Spin multiplicity: 3
Gap between HOMO and LUMO (spin up / spin down) in eV: 3.10 / 3.10
HOMO level (spin up / spin down) in eV: -1.3 / -1.3
<S²>: 2.005

Mulliken population analysis, charges in e, atoms 1 to 2:
1. C -1.804
2. C 1.420

***

[4]
Molecular formula: C25H48F4N4PdSSbSi3
Method: DFT, wB97M-V/def2-TZVPD

Positions of all 87 atoms, in Å:
Pd (0.588, -0.839, -0.792)
C (-0.253, 0.433, -4.148)
C (0.743, -0.733, -4.035)
N (0.560, -1.706, -2.883)
C (1.644, -2.717, -3.054)
C (1.743, -3.896, -2.084)
C (-0.766, -2.336, -2.902)
C (-1.216, -2.932, -1.574)
N (-0.488, -2.535, -0.409)
C (-0.952, -2.925, 0.816)
C (-0.042, -3.419, 1.806)
F (1.269, -3.419, 1.491)
C (-0.421, -4.027, 3.003)
F (0.625, -4.439, 3.786)
C (-1.773, -4.048, 3.219)
C (-2.739, -3.570, 2.263)
F (-4.027, -3.941, 2.408)
C (-2.317, -2.795, 1.243)
F (-3.078, -1.786, 0.689)
H (0.021, 1.155, -4.955)
H (-0.277, 1.039, -3.207)
H (-1.301, 0.175, -4.405)
H (1.746, -0.378, -3.962)
H (0.682, -1.405, -4.937)
H (2.549, -2.165, -3.027)
H (1.486, -3.203, -4.060)
H (1.525, -3.477, -1.094)
H (2.770, -4.232, -2.055)
H (1.014, -4.717, -2.311)
H (-0.722, -3.188, -3.647)
H (-1.548, -1.582, -3.271)
H (-1.253, -4.068, -1.528)
H (-2.283, -2.745, -1.318)
H (-2.199, -4.581, 4.084)
C (-2.561, 2.694, -2.069)
Si (-3.026, 1.548, -0.577)
C (-3.970, 0.158, -1.424)
C (-4.254, 2.389, 0.681)
Sb (-0.688, 1.195, 0.588)
Si (-1.274, 0.854, 3.218)
C (-0.245, -0.433, 4.144)
C (-0.914, 2.612, 3.916)
C (-3.042, 0.280, 3.300)
Si (0.618, 3.463, 0.327)
C (0.704, 4.045, -1.445)
C (2.303, 3.254, 1.145)
C (-0.087, 4.963, 1.361)
H (-3.472, 2.686, -2.745)
H (-1.733, 2.329, -2.732)
H (-2.408, 3.752, -1.802)
H (-4.922, 0.437, -1.946)
H (-4.275, -0.761, -0.842)
H (-3.259, -0.240, -2.197)
H (-3.829, 2.654, 1.638)
H (-5.097, 1.686, 0.946)
H (-4.649, 3.346, 0.208)
H (0.758, -0.529, 3.662)
H (-0.719, -1.383, 4.262)
H (-0.050, -0.111, 5.159)
H (-1.330, 2.671, 4.958)
H (-1.481, 3.409, 3.450)
H (0.163, 2.719, 3.843)
H (-3.350, -0.591, 2.689)
H (-3.746, 1.106, 3.033)
H (-3.192, 0.054, 4.381)
H (0.664, 5.171, -1.457)
H (-0.158, 3.778, -2.116)
H (1.633, 3.729, -1.888)
H (3.121, 3.964, 0.825)
H (2.704, 2.215, 0.978)
H (2.106, 3.390, 2.214)
H (0.094, 5.879, 0.769)
H (0.461, 5.042, 2.311)
H (-1.150, 4.793, 1.643)
C (5.762, 0.936, -1.223)
N (5.031, 0.018, -0.380)
C (5.670, -0.904, 0.519)
C (4.614, -1.429, 1.255)
N (3.409, -1.165, 0.596)
C (3.688, -0.240, -0.409)
S (2.558, 0.372, -1.479)
H (6.193, 0.486, -2.106)
H (6.497, 1.492, -0.647)
H (5.009, 1.634, -1.535)
H (6.722, -0.928, 0.698)
H (4.635, -2.038, 2.221)
H (2.451, -1.448, 0.936)

LUMO (spin up / spin down) in Ha: -0.2919 / -0.4457
Charge: +3
Relative energy (zero: lowest compared OMol25 entry of this formula, charge and spin) in kJ/mol: 29.34
Spin multiplicity: 5
Gap between HOMO and LUMO (spin up / spin down) in eV: 7.81 / 4.73
HOMO level (spin up / spin down) in eV: -15.8 / -16.9
<S²>: 6.063

Mulliken population analysis, charges in e, atoms 1 to 2:
1. Pd 0.473
2. C -0.975

***

[5]
Molecular formula: C25H48FeO3P2S
Method: DFT, wB97M-V/def2-TZVPD

Positions of all 80 atoms, in Å:
Fe (-0.175, 0.147, 0.541)
C (-1.835, 1.688, 0.648)
C (-2.240, 0.768, -0.402)
C (-2.081, -0.411, 1.589)
C (-1.833, 0.971, 1.883)
C (-2.371, -0.549, 0.187)
C (-1.886, 3.199, 0.508)
H (-1.561, 3.597, -0.488)
H (-1.285, 3.764, 1.254)
H (-2.930, 3.588, 0.636)
C (-1.810, 1.562, 3.239)
H (-1.614, 2.650, 3.264)
H (-1.074, 1.091, 3.925)
H (-2.793, 1.430, 3.733)
C (-2.300, -1.490, 2.609)
H (-3.380, -1.603, 2.866)
H (-1.788, -1.295, 3.575)
H (-1.971, -2.517, 2.310)
C (-3.217, -1.691, -0.306)
H (-4.286, -1.460, -0.071)
H (-3.033, -2.658, 0.217)
H (-3.218, -1.937, -1.392)
C (-3.027, 1.290, -1.549)
H (-3.972, 1.708, -1.132)
H (-3.339, 0.534, -2.277)
H (-2.562, 2.134, -2.091)
C (1.431, 0.526, -2.889)
C (0.343, 1.458, -3.048)
C (-0.206, 1.767, -4.391)
C (-1.090, 0.612, -4.954)
C (-1.142, -0.620, -4.070)
C (-0.100, -1.469, -3.983)
C (1.203, -1.235, -4.700)
C (2.072, -0.113, -4.058)
H (0.597, 1.996, -5.110)
H (-0.657, 0.318, -5.926)
H (-0.808, 2.694, -4.307)
H (2.338, 0.623, -4.831)
H (1.785, 0.207, -1.932)
H (-0.156, 1.927, -2.222)
H (3.028, -0.550, -3.712)
H (1.759, -2.183, -4.770)
H (-0.237, -2.479, -3.550)
H (0.994, -0.948, -5.744)
H (-2.103, 0.968, -5.201)
H (-2.137, -0.923, -3.680)
P (1.543, 1.894, 1.122)
C (1.215, 2.731, 2.704)
H (2.102, 3.348, 2.928)
H (1.075, 2.058, 3.562)
H (0.353, 3.410, 2.646)
C (3.256, 1.374, 1.361)
H (3.812, 2.233, 1.787)
H (3.752, 1.095, 0.418)
H (3.363, 0.544, 2.077)
C (1.786, 3.399, 0.148)
H (2.282, 3.212, -0.817)
H (2.447, 4.077, 0.729)
H (0.851, 3.952, -0.050)
P (0.795, -2.143, 0.301)
C (-0.363, -3.485, -0.110)
H (0.241, -4.332, -0.491)
H (-1.158, -3.273, -0.838)
H (-0.879, -3.856, 0.805)
C (2.444, -2.466, -0.402)
H (2.427, -2.650, -1.487)
H (2.862, -3.386, 0.066)
H (3.177, -1.655, -0.190)
C (1.215, -3.013, 1.829)
H (1.431, -4.070, 1.572)
H (0.391, -3.025, 2.552)
H (2.116, -2.614, 2.307)
C (1.780, -2.268, 4.821)
S (1.389, -0.450, 3.884)
O (0.411, -0.263, 4.973)
O (2.615, 0.359, 3.961)
O (0.500, -0.313, 2.607)
H (1.959, -1.913, 5.829)
H (2.625, -2.801, 4.411)
H (0.849, -2.800, 4.784)

LUMO (spin up / spin down) in Ha: -0.0678 / -0.1695
Charge: +1
Spin multiplicity: 6
Gap between HOMO and LUMO (spin up / spin down) in eV: 8.94 / 6.76
HOMO level (spin up / spin down) in eV: -10.8 / -11.4
<S²>: 8.766

Mulliken population analysis, charges in e, atoms 1 to 2:
1. Fe 0.287
2. C 0.336